1.
# C23H32N4O3PRuS5

C23H32N4O3PRuS5 as an isolated structure (the ωB97M-V functional and the def2-TZVPD basis, OMol25).

Calculated values
molar mass	704.9	g/mol
gap between HOMO and LUMO (spin up / spin down)	7.867 / 7.191	eV
total energy	-102525.407	eV
2S+1	2

Geometry as XYZ:
```
69
Properties=species:S:1:pos:R:3:forces:R:3
Ru 0.41500 0.48134 -1.07877 -0.041 0.012 0.058
C -2.05569 -2.92132 0.24464 0.012 0.016 0.030
C -0.96339 -2.08390 -0.35848 0.009 0.022 -0.003
N -0.97760 -0.79411 -0.28511 -0.043 0.000 -0.024
N -2.14951 -0.21334 0.21673 0.015 -0.001 -0.001
C -2.44036 0.88327 -0.38210 0.004 0.024 0.033
S -1.50013 1.64829 -1.64360 0.027 -0.013 0.001
S -3.88680 1.75144 0.08550 0.000 -0.024 -0.030
C -4.55811 0.63781 1.33880 0.006 0.003 0.015
C -3.80725 0.57069 2.64827 -0.020 -0.020 -0.006
C -3.77984 -0.63361 3.34477 0.014 0.003 0.005
C -3.17654 -0.72094 4.59081 -0.008 0.006 -0.001
C -2.58714 0.40132 5.15626 0.008 -0.002 0.000
C -2.59132 1.60011 4.45789 0.015 -0.002 -0.007
C -3.19539 1.68386 3.21125 -0.007 0.000 0.002
C 0.08710 -2.76335 -1.11801 0.009 -0.036 0.012
C 0.34418 -4.12083 -0.86402 -0.003 0.015 0.000
C 1.21928 -4.85687 -1.62801 -0.001 0.002 -0.006
C 1.84289 -4.24612 -2.71757 0.002 -0.005 0.005
C 1.60233 -2.92349 -3.00297 -0.004 0.022 0.004
C 0.74611 -2.14103 -2.20606 0.002 -0.009 0.016
O 0.61398 -0.86845 -2.53657 0.011 -0.012 -0.032
H -2.85016 -2.29852 0.63796 0.003 -0.006 -0.003
H -1.63988 -3.51200 1.06329 -0.006 -0.011 -0.010
H -2.45113 -3.61600 -0.49544 -0.002 0.000 -0.010
H -4.64335 -0.35730 0.90422 -0.008 0.006 -0.002
H -5.57025 1.01478 1.50564 0.006 0.006 0.007
H -4.23843 -1.51287 2.90575 -0.004 0.000 -0.001
H -3.16843 -1.66545 5.12045 0.000 -0.002 0.002
H -2.11757 0.33890 6.12998 -0.003 -0.001 -0.003
H -2.11820 2.47643 4.88274 -0.004 0.001 -0.001
H -3.18196 2.61906 2.66568 0.001 0.003 0.002
H -0.15232 -4.60098 -0.03152 0.000 -0.004 -0.001
H 1.41429 -5.89342 -1.39007 0.001 0.000 0.000
H 2.52876 -4.81131 -3.33637 -0.001 0.001 -0.001
H 2.09420 -2.42833 -3.83037 0.001 -0.001 -0.005
C 0.35177 -2.09400 2.96176 -0.009 -0.001 0.002
C 0.20873 -0.59834 3.12595 0.016 0.008 0.001
O 1.48713 0.06226 2.96042 -0.008 -0.027 0.010
P 1.91350 0.70422 1.56713 0.028 0.022 -0.033
S 0.50929 1.95776 0.88230 0.032 -0.024 -0.024
S 2.32189 -0.59392 0.12663 -0.018 0.020 0.018
O 3.24865 1.43952 1.99689 -0.017 -0.011 -0.002
C 3.18439 2.57575 2.88930 0.004 0.018 0.013
C 3.67502 3.80334 2.15988 -0.001 -0.005 -0.004
H -0.61572 -2.56260 3.15556 0.003 -0.010 -0.006
H 1.07802 -2.49271 3.67065 -0.001 0.003 0.003
H 0.67908 -2.34893 1.95312 -0.005 0.005 -0.003
H -0.11260 -0.34243 4.13287 -0.010 0.008 -0.001
H -0.51572 -0.17442 2.42587 0.000 -0.002 0.002
H 3.81218 2.32807 3.74461 -0.001 -0.002 -0.001
H 2.16141 2.71140 3.24676 -0.001 -0.003 -0.004
H 4.69068 3.64895 1.79637 0.000 -0.001 0.000
H 3.67118 4.66282 2.83217 0.000 0.000 0.001
H 3.02772 4.01857 1.30997 0.001 0.002 0.001
C 0.85179 0.60208 -5.71292 -0.004 -0.006 0.012
N 0.73783 1.22015 -4.39884 -0.027 0.001 -0.038
C 1.69291 1.95251 -3.82820 0.019 0.009 0.066
S 1.88800 2.07521 -2.14748 -0.013 -0.012 -0.054
N 2.54780 2.64355 -4.61971 0.009 0.001 -0.019
C 2.15400 3.26373 -5.88039 -0.007 -0.003 0.016
H 0.39922 -0.38553 -5.65250 -0.006 0.007 0.005
H 1.89905 0.48055 -5.98693 0.017 0.005 -0.008
H 0.34006 1.17294 -6.48767 0.008 0.005 -0.002
H 0.18515 0.69376 -3.73431 0.013 0.007 0.012
H 3.25680 3.12610 -4.09230 -0.007 0.002 0.005
H 1.07964 3.44725 -5.89378 -0.003 -0.003 -0.004
H 2.42181 2.65694 -6.74457 -0.003 -0.004 -0.003
H 2.66199 4.22176 -5.96416 0.003 -0.001 -0.005
```
Positions in Å, forces in eV/Å.

The computed Mulliken charges, all in e, follow:
1 Ru 0.5313
2 C -1.5345
3 C 0.9275
4 N 1.3327
5 N -0.3502
6 C 0.1540
7 S -0.4447
8 S -0.1210
9 C -0.9560
10 C 0.5010
11 C -0.3067
12 C -0.5795
13 C -0.5751
14 C -0.5380
15 C -0.1530
16 C 0.0739
17 C -0.6529
18 C -1.0082
19 C -0.5230
20 C -0.4537
21 C 0.1610
22 O -0.8217
23 H 0.0914
24 H 0.2957
25 H 0.4556
26 H 0.2838
27 H 0.4559
28 H 0.3169
29 H 0.4072
30 H 0.4354
31 H 0.3949
32 H 0.4037
33 H 0.3283
34 H 0.4138
35 H 0.4030
36 H 0.4508
37 C -1.0026
38 C 0.2992
39 O -0.4317
40 P 1.1750
41 S -0.3865
42 S -0.4308
43 O -0.4178
44 C -0.2537
45 C -1.0992
46 H 0.2886
47 H 0.3842
48 H 0.0896
49 H 0.2704
50 H -0.2399
51 H 0.3453
52 H 0.3300
53 H 0.2875
54 H 0.3862
55 H 0.2352
56 C -1.1648
57 N 0.0629
58 C 0.4903
59 S -0.3939
60 N -0.2182
61 C -0.9719
62 H 0.3670
63 H 0.3934
64 H 0.3344
65 H 0.2122
66 H 0.3063
67 H 0.3194
68 H 0.2741
69 H 0.3604

=====

2.
# C23H33Cl2LuN4O4

C23H33Cl2LuN4O4 as an isolated structure in a non-equilibrium geometry (the ωB97M-V functional and the def2-TZVPD basis, OMol25).

Calculated values
molar mass	675.4	g/mol
gap between HOMO and LUMO	5.301	eV
total energy	-97205.812	eV

Geometry as XYZ:
```
67
Properties=species:S:1:pos:R:3:forces:R:3
O -1.21933 -2.63335 -0.31551 -0.085 -1.791 -0.885
C -0.71132 -3.73262 -0.52531 0.632 0.841 0.402
C -1.30432 -5.01905 -0.97303 -0.676 0.282 -0.655
C -2.63316 -5.12589 -1.42519 0.133 -0.625 0.438
H -3.24392 -4.22314 -1.55894 0.259 -0.464 0.229
C -3.15394 -6.41242 -1.63344 0.052 0.237 0.086
H -4.20899 -6.52785 -1.91424 0.523 -0.010 0.123
C -2.34383 -7.54790 -1.45192 0.003 0.302 -0.382
H -2.78139 -8.54075 -1.56771 0.122 0.280 -0.002
C -0.97016 -7.41508 -1.21125 -0.626 0.127 -0.050
H -0.33008 -8.29336 -1.18199 -0.103 0.195 0.037
C -0.46142 -6.14435 -0.98966 -0.262 0.448 0.364
H 0.58983 -5.98596 -0.77988 0.008 -0.093 0.105
H 0.36884 -3.81311 -0.34096 0.016 -0.100 0.009
C 0.22031 -1.65395 2.99234 -0.134 -0.284 1.130
C 0.76845 -0.42739 2.42235 -0.286 0.441 -4.372
H 0.53184 -1.80668 4.03068 -0.108 -0.281 0.334
H 0.58529 -2.51243 2.41106 -0.113 0.092 0.071
H -0.87541 -1.67381 2.95657 0.127 0.001 -0.052
C 1.52473 0.55134 2.85814 0.388 0.709 1.618
C 1.81287 0.89142 4.31886 0.389 -0.112 -0.127
H 2.01587 1.25201 2.15867 -0.419 0.030 0.141
H 1.62043 0.02114 4.97545 0.169 0.487 -0.204
H 1.19599 1.73917 4.66456 0.087 -0.293 -0.092
H 2.86346 1.21578 4.39720 -0.177 -0.188 0.338
Lu 0.25105 -0.05322 -0.10251 0.900 -0.486 3.177
Cl -2.06799 -0.10274 0.76172 -1.031 0.449 -0.056
Cl 1.83892 -1.95732 -0.44232 0.500 -0.122 -0.656
H -3.24888 -1.44627 -3.25105 0.532 0.086 0.253
H -4.42883 0.32149 -3.75043 0.027 0.396 0.287
C -2.41113 -0.99481 -2.69090 0.049 0.058 0.210
C -3.99533 0.93415 -2.94404 -0.126 0.150 -0.170
N -2.62727 0.46544 -2.72929 0.096 0.230 0.210
H -1.44121 -1.22616 -3.17111 -0.544 0.078 0.203
C -1.65215 1.29661 -2.38261 0.648 -1.249 0.774
O -0.55696 0.86378 -1.90716 -1.348 1.167 -1.840
H -3.96389 1.98972 -3.25862 -0.119 -0.400 0.131
H -1.83452 2.37903 -2.52009 0.007 -0.456 0.150
H -2.38960 -1.37199 -1.64787 -0.121 0.274 -0.573
H -4.62926 0.84209 -2.03263 0.604 -0.036 -0.520
H 5.16038 3.14390 -1.25755 -0.066 -0.233 0.086
H 5.41361 1.69329 -3.43806 -0.037 -0.237 0.228
C 4.82841 2.21952 -0.76473 0.019 0.044 -0.039
C 5.06684 0.86260 -2.80617 -0.144 -0.100 -0.018
N 4.18995 1.34808 -1.74929 0.353 -0.016 -0.008
H 4.14284 2.47548 0.04124 -0.044 -0.189 -0.111
C 2.97025 0.84304 -1.62331 -1.362 0.284 1.619
O 2.17665 1.13484 -0.67683 1.279 -0.188 -1.755
H 4.48368 0.16639 -3.41350 0.302 0.044 -0.048
H 2.67770 0.12355 -2.41240 0.135 0.300 0.355
H 5.71115 1.70357 -0.35708 -0.298 0.169 -0.048
H 5.92799 0.33487 -2.36283 -0.285 0.210 -0.241
N -1.60262 5.62541 4.11789 -0.364 0.216 0.180
C -1.35294 4.32926 3.73868 -0.270 -0.845 0.863
O -1.48929 3.38039 4.50982 0.050 1.234 -0.957
C -0.81979 4.14507 2.35250 0.342 -0.315 -0.760
C -0.30441 5.20071 1.58342 -0.047 -0.588 0.005
C 0.31134 4.89637 0.37017 -0.039 -0.420 -0.246
C 0.40796 3.55449 -0.04409 -0.186 0.457 0.758
N -0.06846 2.53824 0.69684 -0.530 0.498 -0.444
C -0.73678 2.83508 1.82745 0.463 0.044 0.076
H -2.09789 5.76335 4.99421 0.291 -0.222 -0.301
H -1.70579 6.37133 3.44240 0.019 -0.390 0.160
H -0.39340 6.23655 1.92532 0.264 -0.394 -0.182
H 0.73523 5.67348 -0.26318 -0.166 -0.117 0.151
H 0.87124 3.29984 -1.00249 -0.035 -0.010 0.458
H -1.20742 1.97972 2.32361 0.363 0.392 0.034
```
Positions in Å, forces in eV/Å.

The computed Mulliken charges, all in e, follow:
1 O -0.2929
2 C 0.0447
3 C 0.3274
4 C -0.2615
5 H 0.3554
6 C -0.4705
7 H 0.3452
8 C -0.3559
9 H 0.3549
10 C -0.5726
11 H 0.3732
12 C -0.4003
13 H 0.4069
14 H 0.2004
15 C -1.1711
16 C 0.5387
17 H 0.4481
18 H 0.1174
19 H 0.1911
20 C -0.1294
21 C -1.2439
22 H 0.0876
23 H 0.3218
24 H 0.1561
25 H 0.3037
26 Lu 1.3154
27 Cl -0.5816
28 Cl -0.6994
29 H 0.3528
30 H 0.3029
31 C -0.8018
32 C -0.9165
33 N 0.2976
34 H 0.2901
35 C -0.0543
36 O -0.6105
37 H 0.3350
38 H 0.3363
39 H 0.1996
40 H 0.3113
41 H 0.3261
42 H 0.3179
43 C -0.8824
44 C -0.8785
45 N 0.1930
46 H 0.2202
47 C 0.3381
48 O -0.4675
49 H 0.2771
50 H 0.1606
51 H 0.3215
52 H 0.3276
53 N -0.4012
54 C 0.4582
55 O -0.6017
56 C 0.3158
57 C -0.3731
58 C -1.0955
59 C -0.4484
60 N 0.5544
61 C -0.4028
62 H 0.2547
63 H 0.1737
64 H 0.2437
65 H 0.3788
66 H 0.4514
67 H 0.4866

=====

3.
# C23H33Cl4ErN4O2S

C23H33Cl4ErN4O2S as an isolated structure in a non-equilibrium geometry (the ωB97M-V functional and the def2-TZVPD basis, OMol25).

Calculated values
molar mass	738.7	g/mol
gap between HOMO and LUMO (spin up / spin down)	6.928 / 6.929	eV
total energy	-122977.841	eV
2S+1	4
net charge	+2

Geometry as XYZ:
```
68
Properties=species:S:1:pos:R:3:forces:R:3
Er 4.63219 8.43115 12.70234 0.394 -0.139 0.137
Cl 4.09508 9.16564 15.44604 0.045 0.048 -0.244
C 4.04521 7.52867 16.07659 0.044 -0.329 -0.388
C 4.57427 7.33268 17.34814 -0.594 0.044 -0.865
C 4.36547 6.11118 17.92750 0.094 -0.913 0.545
C 3.73919 5.08206 17.24237 0.174 -0.318 -0.422
C 3.37721 5.26681 15.90802 -0.484 0.118 0.323
Cl 2.61763 3.91835 15.12333 0.149 0.171 -0.155
C 3.46767 6.52367 15.26448 0.146 -0.011 0.923
S 2.79703 6.77726 13.64284 0.071 0.190 0.519
H 5.09716 8.10973 17.86521 0.039 0.389 0.137
H 4.70610 5.91675 18.93315 0.050 0.090 0.102
H 3.57671 4.10008 17.71291 0.087 0.637 -0.301
N 7.28653 7.03043 7.89803 0.172 0.578 0.122
C 6.04281 7.09769 8.80473 -0.440 0.398 -0.845
C 5.40959 5.70303 8.99118 0.564 0.515 -0.087
C 4.16533 5.80668 9.87040 -0.143 0.662 -0.713
N 4.56824 6.13170 11.23205 0.218 -0.537 1.358
C 3.19835 6.87121 9.27878 -0.147 -0.454 0.881
C 3.81212 8.24380 9.05781 0.280 -0.027 -0.619
N 4.10769 8.97464 10.30503 -0.153 1.548 0.359
C 5.06438 8.10044 8.17052 -0.125 -0.862 0.274
H 7.89842 6.28174 8.22734 -0.048 -0.298 -0.371
H 7.88191 7.88547 7.94691 -0.724 -0.464 0.068
H 7.01747 6.91977 6.90330 0.271 -0.313 0.580
H 6.39617 7.48675 9.73842 0.364 0.018 0.609
H 6.12863 5.05204 9.50738 -0.052 -0.071 -0.340
H 5.12417 5.26651 8.02810 0.174 0.020 0.031
H 3.69909 4.82491 9.86811 -0.280 -0.046 -0.230
H 5.45674 5.63897 11.42123 -0.477 0.323 0.060
H 3.89748 5.69432 11.90701 0.555 0.519 -0.580
H 2.29584 6.93070 9.90080 0.205 0.099 0.022
H 2.85001 6.52968 8.31692 -0.137 -0.273 -0.418
H 3.13105 8.86143 8.47228 -0.240 -0.155 -0.018
H 3.31467 9.62284 10.51428 0.412 -0.784 -0.144
H 4.82775 9.68921 10.10944 -0.175 -0.435 0.035
H 5.49751 9.07654 7.96585 0.267 0.128 0.107
H 4.74806 7.68018 7.20680 -0.106 0.159 0.048
Cl 9.49782 6.41904 12.12151 0.326 -0.075 -0.536
C 8.43536 6.91936 13.39910 -0.541 0.694 -0.061
Cl 7.60710 5.54845 14.12445 -0.051 -0.379 0.277
C 7.29128 7.84298 12.94782 0.715 -0.212 1.215
O 6.66146 8.40551 13.88291 -0.528 0.250 0.165
O 6.94592 7.95857 11.77388 -0.637 0.070 -1.731
H 9.01569 7.46179 14.13547 0.058 -0.223 0.268
C 5.89405 14.22832 13.59033 0.242 -0.460 0.625
N 6.48011 12.83690 13.46826 -1.691 0.783 -0.315
C 6.15577 12.03351 14.66286 0.728 0.232 0.720
C 5.99169 12.17273 12.15436 0.201 0.984 0.397
C 4.49663 11.97259 12.11293 -0.060 0.187 0.135
C 3.68124 13.00189 11.61100 0.015 0.403 -0.740
C 2.29379 12.93975 11.57869 0.467 -1.502 0.946
C 1.68568 11.79401 12.14985 0.895 0.693 -0.498
C 2.51747 10.76834 12.60305 -0.363 -0.222 0.653
C 3.93651 10.79402 12.62667 -0.229 -0.271 -0.538
H 6.32623 14.72913 14.47728 -0.195 -0.272 -0.582
H 4.81458 14.12668 13.69407 0.135 0.035 0.043
H 6.12551 14.73528 12.66944 0.096 0.448 -0.145
H 7.47176 12.96816 13.37715 0.653 -0.205 0.052
H 5.08984 12.07705 14.84681 -0.115 -0.183 -0.169
H 6.67454 12.48440 15.52018 -0.138 -0.160 -0.223
H 6.51663 11.02227 14.51237 -0.165 -0.202 0.064
H 6.56089 11.25628 12.15022 0.022 -0.468 -0.315
H 6.37153 12.88510 11.40668 -0.230 -0.462 -0.094
H 4.10673 13.87892 11.11552 0.230 -0.179 0.310
H 1.76487 13.75536 11.14057 -0.525 0.282 -0.114
H 0.61072 11.69522 12.22283 0.000 0.028 -0.072
H 1.99383 9.90976 13.05484 0.236 0.158 -0.240
```
Positions in Å, forces in eV/Å.

The computed Mulliken charges, all in e, follow:
1 Er 0.8951
2 Cl -0.1502
3 C 1.0684
4 C -0.9894
5 C -0.3829
6 C -0.7700
7 C 0.2782
8 Cl -0.1913
9 C -0.0309
10 S -0.3905
11 H 0.4676
12 H 0.3963
13 H 0.3969
14 N -0.0493
15 C 1.0977
16 C -1.5245
17 C 0.0527
18 N -0.3187
19 C -1.3725
20 C 0.0671
21 N -0.2691
22 C -1.6825
23 H 0.3924
24 H 0.3898
25 H 0.3870
26 H -0.4822
27 H 0.5689
28 H 0.4052
29 H 0.4738
30 H 0.0828
31 H 0.2848
32 H 0.4896
33 H 0.5112
34 H 0.4301
35 H 0.3014
36 H 0.1611
37 H 0.4295
38 H 0.6004
39 Cl -0.1674
40 C 0.0487
41 Cl -0.1123
42 C 0.3328
43 O -0.5257
44 O -0.6326
45 H 0.3557
46 C -0.8395
47 N -0.0113
48 C -0.6791
49 C -1.6059
50 C 1.1963
51 C -0.4486
52 C -0.8676
53 C -0.7900
54 C -0.1766
55 C 0.0033
56 H 0.3313
57 H 0.4182
58 H 0.3553
59 H 0.3352
60 H 0.3024
61 H 0.3714
62 H 0.2301
63 H 0.2826
64 H 0.5308
65 H 0.4130
66 H 0.4728
67 H 0.4797
68 H 0.3733